{
  "formula": "C39H35BrF4GeN5OSr",
  "method": "the ωB97M-V functional and the def2-TZVPD basis",
  "total_charge": 1,
  "gap_ev": 6.06,
  "fmax_ha_per_bohr": 0.062,
  "energy_ha": -6937.0758,
  "de_lowest_kcal_mol": 39.3,
  "symbols": ["Sr", "Br", "Ge", "F", "F", "F", "F", "O", "N", "N", "N", "N", "N", "C", "C", "C", "C", "C", "C", "C", "C", "C", "C", "C", "C", "C", "C", "C", "C", "C", "C", "C", "C", "C", "C", "C", "C", "C", "C", "C", "C", "C", "C", "C", "C", "C", "C", "C", "C", "C", "C", "C", "H", "H", "H", "H", "H", "H", "H", "H", "H", "H", "H", "H", "H", "H", "H", "H", "H", "H", "H", "H", "H", "H", "H", "H", "H", "H", "H", "H", "H", "H", "H", "H", "H", "H", "H"],
  "coordinates": [[-1.633940, -1.594141, 0.356353], [-8.621029, -1.813574, -5.896417], [-3.487094, 0.103010, 2.269726], [-2.435818, 4.560844, -0.455685], [0.046377, 2.050258, 3.669060], [0.208479, 4.659882, 3.430798], [-2.589644, 1.890915, -0.267309], [-1.729298, -0.869658, -1.847757], [-3.260965, -4.540552, -6.862578], [-1.207765, -3.488590, -1.471525], [-2.294828, -4.447440, -6.096163], [0.759395, -2.188502, 1.330832], [-1.511117, 0.466923, 1.694299], [-0.581911, 2.620640, 2.625297], [-3.371792, -2.906805, 2.413645], [1.853790, -2.415500, 0.370861], [-1.818035, 3.951391, 0.553891], [-3.820549, -4.450599, 0.611319], [-1.895316, 2.579069, 0.651334], [-4.360258, 1.456347, 4.577729], [-3.891124, -1.827186, 1.686846], [-4.368925, -3.400369, -0.123539], [-1.901483, -1.667852, -2.856875], [-3.842362, 0.950352, 6.863966], [-3.342521, -4.199152, 1.892841], [-0.623901, -0.398477, 2.506035], [0.744298, -0.837241, 1.911543], [-1.274177, 1.865058, 1.683142], [-5.034828, -3.011565, -7.586413], [-2.250881, -3.496239, -5.026261], [-4.499385, 1.733773, 5.928440], [-4.414236, -2.113750, 0.415522], [0.714885, -3.235004, 2.379318], [-6.945390, -2.640169, -6.190919], [-3.045651, -0.109737, 6.451306], [-1.616470, -3.076626, -2.704838], [-2.507856, -2.152131, -5.162760], [-0.895907, -4.754276, -1.302523], [-1.750863, -3.971423, -3.786839], [-0.962822, -5.713088, -2.327218], [-5.196697, -4.085022, -5.440604], [-6.259866, -2.396420, -7.368548], [-1.105132, 4.686542, 1.483469], [-3.561578, 0.390716, 4.139268], [-1.400010, -5.323392, -3.563031], [-6.430842, -3.498445, -5.229511], [-4.487929, -3.823310, -6.608624], [-2.326277, -1.247821, -4.111361], [2.043916, -3.558828, 3.051124], [-0.490555, 4.001276, 2.505641], [-2.908075, -0.386551, 5.103282], [1.740473, -1.622360, -0.933853], [-2.533170, -0.719120, 7.183506], [-4.369891, 1.031748, 1.447481], [1.871786, -4.252434, 3.873789], [-4.827055, -1.313270, -0.190871], [-0.573225, -5.051470, -0.307591], [-4.876851, 2.072915, 3.850482], [1.045629, -0.120997, 1.141371], [-3.783060, -5.446954, 0.192991], [-3.949357, 1.164598, 7.919028], [-4.772998, -4.760550, -4.707195], [1.837870, -3.484675, 0.153103], [-2.839548, -1.777208, -6.121654], [-5.118415, 2.559558, 6.251708], [1.476927, -0.739922, 2.721999], [0.016977, -2.885233, 3.145903], [1.979211, -2.264463, -1.779695], [-4.769147, -3.572914, -1.113758], [-1.223631, -1.299949, 2.639905], [2.819121, -2.211875, 0.847848], [-2.517171, -0.192996, -4.256715], [2.430168, -0.779419, -0.957839], [2.517553, -2.666914, 3.463524], [-2.276675, -1.215396, 4.806362], [0.273421, -4.139724, 1.952710], [-1.474050, -6.027824, -4.380876], [2.743412, -4.028221, 2.361851], [-4.497104, -2.855018, -8.513004], [-0.494488, 0.017137, 3.498971], [-0.674236, -6.736262, -2.130545], [0.740251, -1.227245, -1.120835], [-2.968611, -5.003030, 2.513847], [-6.995097, -3.706531, -4.330900], [-6.684926, -1.742768, -8.117231], [-1.028152, 5.761584, 1.408491], [-3.010371, -2.739731, 3.421772]],
  "atomic_forces_ev_per_a": [[1.055, -1.157, -2.769], [-0.005, 0.000, 0.005], [0.367, -0.546, -0.581], [0.015, -0.004, 0.022], [-0.059, -0.021, -0.029], [-0.024, -0.002, -0.033], [0.049, 0.035, 0.056], [-0.170, 0.046, 0.318], [-0.117, 0.131, -0.018], [0.030, -0.167, 0.157], [0.020, 0.093, -0.065], [-0.615, 0.071, 0.125], [-1.070, -0.057, 0.652], [0.160, 0.077, -0.017], [-0.108, 0.116, 0.272], [0.031, -0.032, 0.013], [0.035, 0.050, 0.031], [-0.068, 0.329, 0.039], [0.051, -0.090, -0.137], [0.115, -0.109, -0.238], [0.228, 0.562, 0.251], [-0.085, 0.097, 0.281], [0.069, 0.044, -0.076], [0.004, 0.005, 0.032], [-0.128, 0.071, 0.075], [-0.166, 0.060, 0.424], [0.387, 0.597, 0.141], [-0.402, -0.089, -0.157], [0.051, 0.015, -0.078], [0.014, -0.021, 0.164], [0.023, -0.016, 0.048], [-0.197, 0.235, -0.095], [0.004, 0.272, 0.067], [0.016, -0.019, 0.014], [-0.027, 0.042, 0.038], [-0.029, 0.132, 0.046], [-0.025, -0.097, -0.139], [0.020, -0.020, -0.025], [-0.004, -0.128, -0.096], [-0.001, 0.005, -0.014], [0.058, -0.014, 0.005], [0.004, 0.005, -0.019], [-0.022, 0.001, -0.044], [-0.199, 0.267, 0.828], [-0.009, 0.052, 0.015], [-0.013, 0.030, -0.024], [0.087, -0.142, 0.165], [0.015, -0.062, 0.086], [-0.021, -0.015, 0.000], [0.043, -0.064, 0.042], [0.039, -0.033, -0.249], [0.039, 0.106, 0.111], [0.004, -0.006, -0.005], [0.146, 0.083, -0.002], [0.015, 0.001, 0.004], [0.024, -0.008, -0.013], [0.000, 0.002, 0.005], [-0.024, 0.026, 0.042], [-0.016, -0.016, -0.016], [0.021, -0.006, -0.002], [0.000, 0.001, -0.004], [-0.047, 0.012, 0.017], [-0.041, 0.001, -0.014], [-0.026, 0.024, -0.015], [-0.006, 0.004, -0.021], [0.085, -0.019, -0.094], [-0.039, -0.088, 0.003], [0.016, 0.027, -0.021], [0.034, -0.003, -0.019], [0.160, -0.307, 0.656], [0.008, -0.014, -0.019], [-0.004, -0.001, -0.024], [-0.020, 0.021, 0.021], [0.000, 0.001, 0.004], [0.008, -0.013, 0.029], [0.089, -0.019, -0.091], [0.007, -0.004, -0.004], [0.003, -0.008, 0.010], [-0.013, 0.011, 0.004], [0.119, -0.177, 0.068], [0.003, 0.002, 0.011], [-0.090, -0.065, -0.035], [0.060, -0.037, -0.083], [-0.003, 0.003, 0.000], [0.006, -0.002, -0.004], [-0.009, 0.000, -0.004], [0.064, -0.071, -0.003]],
  "mulliken_charge": [2.1753, -0.1759, 1.3885, -0.2836, -0.3158, -0.2904, -0.2456, -0.9584, -0.6655, 1.0131, -0.2210, 1.2983, 0.4168, 0.5660, 0.8112, -0.8987, 0.1927, -0.4625, 0.2318, -0.5734, -1.7152, -0.2768, 0.1779, -0.4629, -0.7794, -1.9381, -0.7804, -1.3056, -0.3424, 0.0891, -0.6993, -0.0381, -0.4796, 0.0462, -0.9573, -0.2821, -0.5423, -0.5595, 0.7556, -1.1943, 0.1034, -0.4253, -0.5290, 0.2268, -0.7268, -0.6116, -0.0048, -0.7946, -1.4149, 0.1549, 0.6024, -1.2345, 0.4374, -0.1418, 0.4494, 0.4264, 0.3427, 0.3804, 0.5252, 0.4441, 0.3990, 0.4490, 0.5000, 0.4792, 0.4236, 0.0635, 0.0878, 0.3789, 0.5059, 0.7284, 0.3659, 0.4906, 0.4000, 0.2983, 0.1420, 0.2671, 0.5173, 0.3438, 0.4499, 0.9934, 0.4835, 0.2012, 0.5109, 0.4310, 0.4304, 0.5332, 0.1980]
}